# 1
Here is a 2-piece molecular cluster, C2H2Cl2NP overall at a distorted geometry from OMol25. Energies are from ωB97M-V/def2-TZVPD.

Atoms and positions in Å:
C 0.870 0.176 1.024
C 1.460 -0.673 0.097
N 0.226 0.904 1.671
P -1.917 -0.270 -0.683
Cl -2.071 1.055 0.732
Cl -1.416 0.845 -2.222
H 1.772 -0.308 -0.851
H 1.076 -1.728 0.232

Output
total charge	0
max |F|	2.8	eV Å⁻¹


# 2
Here is the molecule C2H2Cl2O at a distorted geometry from OMol25. Energies are from ωB97M-V/def2-TZVPD.

Atoms and positions in Å:
C -0.145 -0.386 0.183
C 1.254 -0.461 -0.622
H -0.568 -1.516 -0.027
H 2.208 -0.631 -0.060
O 1.313 -0.089 -1.755
Cl -1.355 0.620 -0.669
Cl 0.249 -0.153 1.655

Output
total charge	0
SMILES	O=CC(Cl)Cl
max |F|	10.0	eV Å⁻¹


# 3
Here is a 2-piece molecular cluster, C2H2Cl2O2 overall at a distorted geometry from OMol25. Energies are from ωB97M-V/def2-TZVPD.

Atoms and positions in Å:
C -0.372 -0.583 1.608
C 0.238 0.734 -1.702
O -1.167 0.199 1.252
O 1.200 1.011 -1.032
Cl -0.183 -2.201 0.996
Cl 0.666 -0.274 2.940
H -0.719 1.251 -1.619
H 0.337 -0.137 -2.443

Output
total charge	0
multiplicity	3
expectation value of S²	2.006
max |F|	6.7	eV Å⁻¹


no.,total energy (hartree)
1,-1393.82387
2,-1072.96465
3,-1148.11548